(1)
Formula: C2H14B2ClCo2N2O8
Source: the OMol25 dataset
Level of theory: ωB97M-V/def2-TZVPD

Geometry as XYZ:
```
31
Properties=species:S:1:pos:R:3:forces:R:3
Co -16.5461 -18.0295 -7.5888 2.14 1.41 -1.71
Co -13.1576 -20.0475 -11.1314 -0.20 0.67 -1.65
Cl -16.5583 -20.9497 -10.2339 0.95 0.21 3.58
O -13.6434 -20.7830 -13.2381 -0.28 0.05 0.18
O -15.6038 -20.8297 -11.2976 0.42 -0.20 -0.70
O -16.3151 -22.0336 -9.3479 0.02 0.85 -1.01
O -17.7620 -21.0559 -10.9555 -2.41 -1.05 -2.23
O -13.1581 -22.2083 -10.9721 -0.05 0.35 0.03
O -12.6269 -22.0804 -14.6568 -1.43 0.80 1.07
O -12.5441 -24.1548 -11.6831 -0.24 0.34 -0.61
O -16.6752 -19.7013 -9.5399 0.61 0.54 1.04
N -13.0220 -23.4513 -10.8671 0.69 -0.34 1.97
N -13.6192 -21.5063 -14.2453 1.59 -0.54 -0.77
C -13.3759 -24.0405 -9.5123 -0.47 -0.80 0.02
C -14.8514 -21.5946 -15.0755 0.13 -0.21 -0.95
B -14.8715 -16.7436 -8.4122 0.17 0.52 -0.56
B -13.4627 -17.9776 -11.3590 0.20 0.12 0.54
H -15.3719 -20.6370 -15.0936 0.10 -0.21 0.28
H -14.3782 -18.4432 -11.0287 -4.27 -1.87 1.78
H -15.0736 -16.8712 -7.3600 -1.44 -1.01 5.58
H -13.2022 -18.6242 -12.1825 1.54 -2.69 -4.11
H -12.6823 -18.0444 -10.6168 3.41 -0.63 3.36
H -13.1958 -25.1153 -9.4897 0.28 0.13 -0.62
H -13.5089 -16.9609 -11.7176 -0.47 3.17 -1.12
H -12.7630 -23.6121 -8.7193 -0.18 0.51 -0.35
H -15.4756 -22.4406 -14.7882 0.08 0.21 0.54
H -15.4284 -17.3116 -9.1412 -3.19 -3.01 -2.96
H -13.8294 -16.9744 -8.5700 3.39 -1.60 -0.20
H -14.4507 -23.9368 -9.3638 0.16 0.53 0.06
H -14.4731 -21.8587 -16.0630 -0.11 0.24 0.01
H -14.9770 -15.6942 -8.6398 -1.16 3.51 -0.49
```
Positions in Å, forces in eV/Å.

Calculated values
Kohn-Sham gap (alpha / beta): 7.73 / 4.59 eV
Charge: +2
HOMO energy (alpha / beta): -17.3 / -17.3 eV
LUMO level (alpha / beta): -9.59 / -12.71 eV
Multiplicity: 8


(2)
Formula: C38H50NO2PtS5Se
Source: the OMol25 dataset
Level of theory: ωB97M-V/def2-TZVPD

Geometry as XYZ:
```
98
Properties=species:S:1:pos:R:3:forces:R:3
Pt -0.3655 0.2548 1.1633 -0.12 -0.16 0.27
Se -2.1332 -1.4483 1.2485 0.06 0.36 0.04
S 0.9939 2.1323 1.3415 -0.01 0.02 -0.02
S 3.3597 -0.0677 4.2182 -0.01 -0.02 0.01
S 1.2178 -0.9710 2.2218 0.06 0.06 0.05
S 3.2227 2.6592 3.2993 -0.01 0.01 0.01
S 5.2541 1.9276 5.3456 -0.03 0.00 -0.01
O -1.6900 1.4034 0.1845 -0.11 0.11 0.02
O 0.1403 -1.6672 -0.7840 0.00 0.10 -0.31
N -1.4960 0.1140 -2.8536 -0.11 -0.12 0.31
C -4.1909 -6.0691 -2.4242 -0.01 -0.01 -0.03
C -1.7743 -2.8036 -0.0333 -0.11 -0.10 0.07
C 2.1520 0.2976 3.0159 0.02 0.03 -0.05
C 1.1465 -5.0158 -3.2144 -0.01 0.00 0.01
C -2.5765 -7.3742 -1.0302 0.02 -0.03 0.01
C -7.0309 -2.0122 -0.9739 0.00 -0.01 0.00
C -5.0522 1.2788 -1.1255 0.03 0.00 0.00
C -4.5689 -0.8216 -0.1318 -0.05 -0.01 -0.02
C -0.5630 -3.6672 -1.9262 0.14 0.14 0.04
C 0.6100 1.1538 -3.3490 -0.02 0.03 -0.01
C -3.8368 1.8215 -0.7465 -0.04 0.02 0.02
C -3.4811 3.2851 -1.0288 0.00 0.01 0.01
C -1.1380 1.1702 -5.0024 0.00 -0.04 0.06
C -2.2718 3.3853 -1.9696 0.00 0.01 0.00
C -4.6415 4.0326 -1.6917 -0.01 0.00 0.00
C 1.6306 -2.6330 -2.8502 0.01 -0.05 -0.03
C -6.7994 -0.4817 -2.9122 -0.01 0.01 0.00
C -0.2986 1.8456 -5.8736 0.02 0.01 -0.01
C -2.6507 -3.8866 -0.0478 0.09 0.03 0.05
C 0.4870 -3.6358 -3.0517 0.01 0.00 -0.06
C -3.1699 4.0025 0.2950 -0.02 -0.01 0.00
C 2.4134 -1.4154 0.9347 0.00 -0.11 0.02
C -2.9162 0.9709 -0.0691 0.14 0.02 -0.03
C -0.6982 0.8150 -3.7215 0.18 0.10 -0.14
C 0.9946 2.1850 -5.4992 -0.01 -0.02 0.00
C 1.4358 1.8298 -4.2284 0.00 0.01 -0.01
C -2.5188 -4.8684 -1.0056 -0.09 -0.05 -0.02
C 4.0184 1.5218 4.3414 0.05 0.00 -0.01
C -5.4444 -0.0422 -0.8607 -0.01 -0.02 0.00
C -7.9290 0.2987 -0.8192 0.00 0.00 0.00
C -6.7852 -0.5581 -1.3787 0.00 0.00 0.01
C -0.2280 -3.2603 -4.3590 0.00 0.04 -0.01
C -4.4423 -6.1422 0.0409 0.01 0.04 0.01
C -3.3357 -0.3153 0.2570 0.00 -0.10 -0.04
C -3.4210 -6.0948 -1.0959 -0.10 0.00 -0.05
C 2.0777 1.5655 2.5646 -0.01 -0.03 0.02
C -1.4855 -4.6902 -1.9375 0.07 -0.11 0.00
C -0.6656 -2.6364 -0.9118 -0.08 -0.14 -0.08
H -6.2566 -2.6728 -1.3700 0.00 0.00 0.00
H 0.9581 0.8807 -2.3587 -0.01 -0.01 0.01
H 1.2710 -1.6098 -2.8148 0.01 0.01 -0.02
H -6.6486 0.5415 -3.2603 0.00 0.00 0.00
H -2.4674 2.8701 -2.9119 -0.01 0.02 -0.02
H -7.0570 -2.1279 0.1117 -0.01 0.00 0.00
H -7.9927 -2.3458 -1.3708 0.01 0.00 0.00
H 2.4407 2.0863 -3.9138 -0.01 0.00 0.00
H -4.8303 -6.9525 -2.5251 0.02 0.02 0.02
H -1.2263 0.1542 -1.8752 -0.02 -0.19 -0.21
H -5.1082 -5.2761 0.0138 0.01 -0.01 0.01
H 2.3304 -2.7417 -3.6871 -0.03 0.01 0.03
H 1.6458 2.7156 -6.1819 -0.01 0.00 0.01
H 3.2674 -1.8879 1.4159 0.02 -0.01 0.02
H 0.4824 -3.2323 -5.1918 -0.01 0.00 0.02
H -3.5076 -6.0465 -3.2747 -0.01 -0.01 -0.01
H -1.8704 -7.4274 -1.8603 0.01 0.00 0.01
H -4.8104 -1.8444 0.1275 0.00 0.00 -0.01
H 0.4336 -5.8049 -3.4559 0.00 0.01 -0.01
H 2.7048 -0.5111 0.4055 -0.02 -0.01 -0.02
H -5.7471 1.9109 -1.6626 0.01 -0.01 0.00
H 2.1719 -2.8278 -1.9233 0.02 0.00 -0.01
H -7.7567 -0.8364 -3.3047 0.01 0.00 0.00
H -2.0688 4.4363 -2.1957 0.00 -0.01 0.01
H -3.2145 -8.2629 -1.0731 0.01 0.03 0.00
H -1.3962 -5.4343 -2.7231 0.00 0.03 0.01
H -2.9086 5.0456 0.0954 0.00 -0.01 0.00
H -2.4912 0.1520 -3.0036 0.00 0.04 0.03
H -2.3396 3.5306 0.8152 0.01 -0.01 0.00
H -8.8943 -0.0770 -1.1702 0.01 0.01 0.00
H -3.9499 -6.1661 1.0157 -0.02 -0.01 0.00
H 1.6650 -5.3001 -2.2958 0.00 -0.01 0.00
H -5.5478 4.0018 -1.0821 0.01 0.01 0.00
H -3.4239 -3.9467 0.7104 0.02 0.03 -0.02
H -7.9257 0.2762 0.2724 -0.01 0.00 0.00
H -6.0037 -1.1001 -3.3319 0.00 0.00 0.00
H -4.0457 3.9905 0.9494 0.01 0.00 0.00
H -7.8398 1.3398 -1.1330 0.00 0.00 0.01
H -1.0150 -3.9792 -4.6004 0.00 0.01 0.00
H -1.3815 2.9497 -1.5237 0.01 -0.02 0.00
H -4.8733 3.6307 -2.6810 0.00 0.00 0.00
H -4.3589 5.0798 -1.8183 0.00 -0.01 -0.01
H -0.6824 -2.2724 -4.2590 -0.02 -0.01 -0.02
H -2.0022 -7.4039 -0.1021 -0.01 -0.01 0.00
H 1.8890 -2.0844 0.2510 0.06 0.11 0.06
H -5.0582 -7.0406 -0.0514 0.02 0.02 0.00
H 1.8813 -4.9779 -4.0239 -0.01 0.00 0.02
H -4.8201 -5.1781 -2.4803 0.00 -0.01 0.00
H -0.6636 2.1120 -6.8591 0.00 0.00 0.01
H -2.1460 0.9090 -5.3068 0.00 0.00 0.00
```
Positions in Å, forces in eV/Å.

Calculated values
Kohn-Sham gap: 6.43 eV
Charge: -1
HOMO energy: -4.6 eV
LUMO level: 1.87 eV


So what do the calculations give for energy relative to the best compared isomer or geometry (same formula, charge and spin)? Going down the list: 37.4 4.5 kJ/mol.